# C2H5NO3

2 unconnected molecules or ions with the total composition C2H5NO3 at a distorted geometry (the ωB97M-V functional and the def2-TZVPD basis, the Open Molecules 2025 dataset).

Each line ends with the Mulliken charge.
Cartesian coordinates (Å):
N -0.636 -2.853 0.106  -0.367
C 0.559 -2.312 -0.160  0.156
O 1.709 -2.681 0.266  -0.537
H -1.233 -2.907 -0.730  0.251
H -0.668 -3.474 0.943  0.248
H 0.497 -1.305 -0.625  0.249
O -0.995 3.285 -0.930  -0.495
C -0.488 3.009 0.157  0.267
O 0.822 3.304 0.472  -0.452
H -0.896 2.387 0.931  0.326
H 1.328 3.549 -0.430  0.354

Properties
Energy relative to the best compared isomer or geometry (same formula, charge and spin) in eV: 1.325
Kohn-Sham gap in eV: 10.69
SMILES: NC=O.O=CO
DFT total energy in eV: -9786.8644